(1)
18
Properties=species:S:1:pos:R:3:mulliken_charge:R:1 method="wB97M-V/def2-TZVPD" charge=+1 lumo_ev=-3.91 molar_mass_g_mol=129.14 homo_energy_ev=-14.4998 gap_ev=10.6 relative_energy_kcal_mol=73.4
O -2.1220 -0.6252 0.0442 -0.18
N -3.0017 0.3496 0.6620 -0.53
N -0.4676 0.9937 -0.1418 -0.62
N 1.9784 -0.8299 0.6995 -0.29
N 2.3758 1.2807 -0.1101 -0.27
C 2.6858 0.0312 0.0120 0.08
C -0.0369 -1.3595 -0.7532 -0.68
C 0.8651 -1.4315 0.5079 -0.12
C -0.9359 -0.1756 -0.2429 0.72
H -3.8221 0.2790 0.0855 0.27
H -1.0547 1.6307 0.1935 0.22
H 0.5664 -1.1874 -1.5959 0.37
H -0.5738 -2.2296 -0.7151 0.29
H 3.1912 1.9356 -0.2224 0.27
H -3.2315 -0.0863 1.5441 0.27
H 3.6814 -0.3430 -0.3340 0.34
H 1.2864 1.6354 0.1121 0.38
H 0.4156 -1.8626 1.3552 0.49

(2)
7
Properties=species:S:1:pos:R:3:mulliken_charge:R:1 method="wB97M-V/def2-TZVPD" lumo_ev="-2.00 / -2.00" molar_mass_g_mol=103.10 homo_energy_ev="-10.2752 / -10.2776" gap_ev="8.3 / 8.3" relative_energy_kcal_mol=148.7
S -1.1907 0.3356 0.4063 0.82
O -2.1359 -0.5282 -0.2288 -0.42
O -1.5864 1.0838 1.5567 -0.45
N 0.8944 -1.1671 -0.9602 -0.33
C 1.3848 -0.1009 -0.5389 0.10
C 0.4407 -0.1898 0.5483 -0.04
H 2.1931 0.5667 -0.7833 0.32

(3)
13
Properties=species:S:1:pos:R:3:mulliken_charge:R:1 method="wB97M-V/def2-TZVPD" lumo_ev=0.49 molar_mass_g_mol=127.17 smiles="NC(=S)c1ccoc1" homo_energy_ev=-8.6159 gap_ev=9.1 relative_energy_kcal_mol=59.1
S 2.1158 1.9826 0.8602 -0.30
O -1.4409 -1.7289 0.2589 -0.30
N 1.8942 0.4957 -1.3594 -0.43
C -1.1389 0.3371 1.1573 -0.60
C -0.3008 -1.2302 -0.2509 -0.44
C -0.1179 -0.0315 0.2301 0.45
C -1.9953 -0.7082 1.0102 -0.27
C 1.4627 0.8487 -0.0963 0.28
H 2.6481 1.1276 -1.8267 0.27
H 1.1104 0.1478 -1.9098 0.24
H 0.1294 -1.6568 -1.1226 0.35
H -2.9263 -0.8763 1.5425 0.39
H -1.4406 1.2924 1.5066 0.37

(4)
54
Properties=species:S:1:pos:R:3:mulliken_charge:R:1 method="wB97M-V/def2-TZVPD" lumo_ev=0.03 molar_mass_g_mol=457.58 smiles="Cc1cccc(-n2c(CNC(=O)c3ccc(S(=O)(=O)N4CCCC4)cc3)n[nH]c2=S)c1" homo_energy_ev=-8.1563 gap_ev=8.2 relative_energy_kcal_mol=22.8
S 2.2790 4.4811 -3.3982 1.26
S -0.0273 -6.0912 1.2817 -0.41
O -1.4726 0.6912 0.7731 -0.66
O 2.7898 3.8254 -4.5647 -0.72
O 1.5081 5.6786 -3.5444 -0.72
N -1.4407 -3.8456 0.6390 0.32
N 3.5916 4.8647 -2.4483 -0.01
N -1.5223 -0.5960 -1.0820 -0.17
N 0.2816 -4.2173 -0.6119 0.08
N -0.2882 -3.0821 -1.0783 -0.58
C -4.3517 -4.1992 3.6025 -0.64
C -3.7758 -3.8710 1.2950 -0.38
C -1.3200 -2.8757 -0.3225 0.49
C 1.4967 1.9356 -2.6923 -0.66
C -1.1239 0.4889 -0.3714 0.38
C 0.2910 3.7328 -1.6354 -0.53
C 3.3095 5.5375 -1.1999 -0.76
C -0.3895 -4.7280 0.4543 0.07
C -0.2716 1.4464 -1.1410 0.57
C -3.0106 -4.2910 3.9503 0.64
C 0.7218 1.0100 -2.0142 -0.61
C 1.2727 3.2856 -2.4991 0.22
C -2.5836 -4.5192 5.3659 -1.45
C 4.1003 3.2757 -0.7433 -0.41
C -2.4318 -3.9511 1.6388 0.07
C -4.7302 -3.9907 2.2872 -0.81
C 3.3276 4.4479 -0.1109 -0.41
C 4.4989 3.7819 -2.1417 -0.77
C -2.2190 -1.6914 -0.4575 -0.92
C -2.0506 -4.1587 2.9549 -0.27
C -0.4746 2.8099 -0.9452 -0.66
H 4.9806 3.0090 -0.1617 0.41
H 2.3147 4.1439 0.1510 0.16
H 3.8146 4.8127 0.7913 0.40
H 4.1014 6.2719 -1.0249 0.37
H -5.1089 -4.2989 4.3661 0.37
H -1.0032 -4.2277 3.2040 0.51
H 3.4648 2.3937 -0.8192 0.12
H -1.1335 -0.7705 -1.9946 0.29
H -2.5445 -1.3549 0.5327 0.49
H -3.4369 -4.7416 6.0008 0.37
H -3.1016 -1.9518 -1.0540 0.23
H -1.8791 -5.3471 5.4174 0.34
H 0.1273 4.7935 -1.5305 0.49
H -4.0678 -3.7402 0.2645 0.51
H 0.9100 -0.0458 -2.1470 0.43
H 5.5162 4.1846 -2.1313 0.39
H 2.2612 1.6285 -3.3885 0.49
H -1.2409 3.1270 -0.2545 0.45
H -2.0837 -3.6325 5.7544 0.32
H 2.3613 6.0632 -1.2903 0.35
H 4.4288 3.0306 -2.9255 0.36
H 1.1118 -4.6013 -1.0305 0.20
H -5.7769 -3.9313 2.0298 0.38

(5)
13
Properties=species:S:1:pos:R:3:mulliken_charge:R:1 method="wB97M-V/def2-TZVPD" charge=+1 lumo_ev=-3.83 molar_mass_g_mol=153.00 homo_energy_ev=-14.9236 gap_ev=11.1 relative_energy_kcal_mol=22.4
Br -2.5725 -1.0000 -0.3389 -0.19
O -0.2375 1.3273 0.0766 -0.24
N 0.6270 -0.4728 0.9339 -0.08
C 1.2236 -0.5112 -0.3957 -0.33
C -0.2533 0.4814 0.9918 -0.15
C 0.5818 0.7417 -0.9935 -0.29
H 2.2431 -0.4925 -0.2360 0.34
H 1.0163 -1.0091 1.6870 0.26
H 0.7756 -1.4983 -0.6805 0.27
H -3.8314 -0.5911 0.1713 0.26
H -0.7989 0.8131 1.7936 0.53
H 1.2853 1.6438 -1.2664 0.28
H -0.0592 0.5678 -1.7431 0.33

(6)
18
Properties=species:S:1:pos:R:3:mulliken_charge:R:1 method="wB97M-V/def2-TZVPD" charge=+1 lumo_ev="-4.44 / -5.69" molar_mass_g_mol=229.05 multiplicity=3 homo_energy_ev="-9.2168 / -12.3303" gap_ev="4.8 / 6.6"
I -1.4353 -1.8858 2.2575 -0.10
N -1.6241 0.0068 1.4509 -0.53
N -2.5003 0.1265 0.4919 0.08
N 0.3494 -0.2702 -0.3353 -0.07
N -1.9678 -0.3094 -1.0621 -0.42
C 2.3144 -0.1308 1.0564 -1.18
C 1.3442 0.4039 0.1097 0.37
C -0.6764 0.1995 -1.2893 -0.55
H -3.3791 -0.4186 0.5005 0.34
H -0.6993 1.2932 -1.2529 0.37
H -0.3588 -0.1134 -2.2926 0.36
H -2.0027 -1.3230 -1.1030 0.33
H 1.9908 0.1667 2.0629 0.32
H 0.2350 -1.2363 -0.0106 0.23
H 2.3674 -1.2188 1.0379 0.34
H 1.4358 1.4372 -0.2097 0.38
H 3.3024 0.3053 0.9095 0.37
H -2.7171 1.1152 0.3113 0.36

no.,total energy (eV)
1,-12292.4373
2,-18504.3687
3,-19636.4285
4,-57414.3334
5,-76796.4544
6,-17321.0185